(1)
DFT (wB97M-V/def2-TZVPD) results for a 2-piece molecular cluster, C2H3O2 overall at a distorted geometry.

Each line ends with the Löwdin charge.
Positions of all 7 atoms, in Å:
C -1.21957 0.39694 -0.14960  0.068
C 1.35679 -0.55298 0.03320  0.193
O 1.69495 0.54922 0.08644  0.277
O -0.62105 -0.66602 -0.24116  0.021
H -2.35131 0.53784 0.00371  0.166
H -0.52844 1.25982 0.04131  0.117
H 1.66862 -1.52483 0.22611  0.158

DFT total energy, eV: -6207.128
2S+1: 1
Charge: +1
Relative energy (zero: lowest compared OMol25 entry of this formula, charge and spin), kJ/mol: 74.7
Kohn-Sham gap, eV: 10.9

(2)
DFT (wB97M-V/def2-TZVPD) results for C31H25N4O3S2Ti as an isolated structure at a distorted geometry.

Each line ends with the Löwdin charge.
Positions of all 66 atoms, in Å:
Ti 0.98093 -0.30321 0.55645  0.846
C -1.29730 1.66203 3.83718  -0.019
C -0.53511 0.66817 3.00129  -0.208
N -0.34398 0.87228 1.73820  -0.037
N -0.87167 2.12656 1.30758  -0.056
C -0.42997 2.50174 0.16931  -1.077
S 0.71582 1.70959 -0.89293  0.609
S -1.00029 4.05376 -0.46605  0.891
C -2.64814 4.22457 0.27069  -0.433
C -3.73410 3.41910 -0.40187  -0.284
C -4.39608 3.94834 -1.50634  -0.053
C -5.35280 3.21431 -2.19289  -0.085
C -5.66460 1.92328 -1.78426  -0.098
C -5.01893 1.38698 -0.67780  -0.089
C -4.06432 2.12796 0.00924  -0.048
C -0.01084 -0.54875 3.69398  -0.086
C 0.00994 -0.57394 5.09977  -0.041
C 0.41483 -1.68276 5.81170  -0.088
C 0.79538 -2.83007 5.11608  -0.077
C 0.80525 -2.83760 3.74065  -0.008
C 0.44882 -1.69399 3.02059  -0.318
O 0.49795 -1.76060 1.69517  -0.207
H -2.10617 2.09857 3.26210  0.065
H -0.64203 2.48905 4.12096  0.107
H -1.69729 1.20114 4.73117  0.068
H -2.85361 5.28957 0.14781  0.072
H -2.57528 4.00258 1.33317  0.069
H -4.15174 4.95161 -1.83921  0.113
H -5.85483 3.64881 -3.04823  0.101
H -6.40958 1.34686 -2.31807  0.098
H -5.26274 0.38627 -0.34206  0.100
H -3.56632 1.70734 0.86828  0.098
H -0.26819 0.30945 5.65348  0.100
H 0.43301 -1.65720 6.89215  0.099
H 1.09766 -3.71716 5.66003  0.104
H 1.11620 -3.70819 3.17895  0.116
O 4.50543 -0.43308 2.28251  0.104
C 3.62198 -0.27953 1.47695  -0.539
O 2.43346 0.20977 1.69583  -0.132
C 3.87815 -0.58311 -0.01730  -0.155
C 5.21748 -0.70852 -0.44382  0.024
C 5.45248 -0.78837 -1.77667  0.014
C 4.36757 -0.73565 -2.68206  -0.144
C 4.56724 -0.76410 -4.09052  -0.030
C 3.50819 -0.69582 -4.93815  -0.069
C 2.19211 -0.59440 -4.41384  -0.053
C 1.97478 -0.56744 -3.07189  -0.039
C 3.06508 -0.63559 -2.16786  -0.184
N 2.83979 -0.58450 -0.80671  0.083
H 5.99318 -0.71658 0.30730  0.124
H 6.46246 -0.86837 -2.16354  0.123
H 5.58086 -0.83407 -4.46682  0.115
H 3.66397 -0.70556 -6.00891  0.105
H 1.34815 -0.52724 -5.08871  0.109
H 0.97436 -0.44933 -2.68673  0.062
C -1.22149 -3.36128 -2.62571  -0.055
C -1.78377 -2.11345 -2.43126  -0.037
C -1.19264 -1.25911 -1.51577  -0.118
N -0.10028 -1.59442 -0.83086  -0.060
C 0.43329 -2.80330 -1.00911  -0.120
C -0.10132 -3.72131 -1.89989  -0.034
H -1.65663 -4.04797 -3.34154  0.112
H -2.66295 -1.79012 -2.97042  0.112
H -1.58782 -0.26700 -1.33163  0.110
H 1.30609 -3.04503 -0.41759  0.118
H 0.36089 -4.69196 -2.01157  0.111

DFT total energy, eV: -89446.084
2S+1: 2
Relative energy (zero: lowest compared OMol25 entry of this formula, charge and spin), kJ/mol: 34.4
Kohn-Sham gap (spin up / spin down), eV: 6.9 / 7.4

Question: Which of these has the highest 2S+1?
Answer: C31H25N4O3S2Ti

Question: Number 2 is which compound?
Answer: C31H25N4O3S2Ti